Record 1
# C4H14O2S

A 3-piece molecular cluster, C4H14O2S overall (ωB97M-V/def2-TZVPD, the Open Molecules 2025 dataset).

Values from the calculation:
- Energy relative to the best compared isomer or geometry (same formula, charge and spin): 0.325 eV
- SMILES: CCCCS.O.O

Each line ends with the Löwdin charge.
Element x y z (Å)
1 C 1.621 1.949 -1.142  -0.11
2 C 0.973 1.914 0.237  -0.28
3 C -0.080 0.826 0.458  -0.30
4 C -0.631 0.871 1.884  -0.58
5 S -0.255 -0.580 2.896  0.70
6 H 2.289 2.812 -1.212  0.07
7 H 2.164 1.041 -1.350  0.07
8 H 0.822 2.099 -1.879  0.07
9 H 0.477 2.856 0.500  0.11
10 H 1.717 1.756 1.020  0.11
11 H 0.313 -0.178 0.269  0.09
12 H -0.903 0.943 -0.229  0.10
13 H -1.691 1.113 1.877  0.07
14 H -0.075 1.633 2.413  0.05
15 H -0.571 -1.536 2.012  -0.17
16 H 0.742 -3.786 -2.012  0.04
17 H -0.579 -4.151 -2.707  0.04
18 O -0.201 -3.604 -2.012  -0.04
19 H -2.732 -1.687 -0.130  0.04
20 H -1.513 -2.161 -0.893  0.01
21 O -1.887 -2.131 -0.002  -0.07

Record 2
# C4H14O2S

A 3-piece molecular cluster, C4H14O2S overall (ωB97M-V/def2-TZVPD, the Open Molecules 2025 dataset).

Values from the calculation:
- Energy relative to the best compared isomer or geometry (same formula, charge and spin): 0.191 eV
- SMILES: CCCCS.O.O

Each line ends with the Löwdin charge.
Element x y z (Å)
1 C -2.616 -0.896 0.154  -0.11
2 C -1.784 0.247 0.739  -0.26
3 C -0.298 -0.090 0.819  -0.31
4 C 0.519 1.080 1.327  -0.58
5 S 2.261 0.679 1.706  0.68
6 H -3.584 -0.964 0.650  0.07
7 H -2.818 -0.790 -0.909  0.06
8 H -2.120 -1.858 0.278  0.07
9 H -2.128 0.522 1.741  0.11
10 H -1.947 1.138 0.128  0.11
11 H 0.096 -0.323 -0.170  0.08
12 H -0.169 -0.962 1.458  0.11
13 H 0.144 1.471 2.264  0.06
14 H 0.514 1.880 0.591  0.06
15 H 2.447 -0.297 0.807  -0.16
16 H 1.031 1.309 -2.898  0.05
17 H 1.489 0.331 -1.844  0.04
18 O 0.859 0.417 -2.576  -0.05
19 H -0.647 -1.165 -2.563  -0.01
20 H -0.907 -2.284 -3.564  0.04
21 O -1.189 -1.953 -2.703  -0.07

Record 3
# C4H14O2S2

A 4-piece molecular cluster, C4H14O2S2 overall (ωB97M-V/def2-TZVPD, the Open Molecules 2025 dataset).

Values from the calculation:
- Energy relative to the best compared isomer or geometry (same formula, charge and spin): 4.668 eV

Each line ends with the Löwdin charge.
Element x y z (Å)
1 C -2.074 0.940 -0.486  -0.17
2 C -1.899 -0.212 -1.463  -0.62
3 S -0.188 -0.540 -2.065  0.74
4 S 0.697 1.606 1.909  0.77
5 C 1.381 0.458 0.769  -0.75
6 C 2.055 1.121 -0.409  -0.23
7 H -1.608 0.635 0.445  0.01
8 H -1.481 1.780 -0.867  0.07
9 H -3.102 1.233 -0.309  0.08
10 H -2.334 -1.132 -1.076  0.06
11 H -2.381 0.022 -2.421  0.05
12 H 0.593 -0.245 0.366  0.04
13 H 2.108 -0.195 1.264  0.09
14 H 2.766 1.882 -0.076  0.07
15 H 2.611 0.378 -0.989  0.07
16 H 1.350 1.576 -1.102  0.03
17 H 1.133 -1.791 -0.790  -0.11
18 H 1.860 -3.148 -0.670  0.05
19 O 1.724 -2.300 -0.205  -0.11
20 H -0.508 -0.140 2.564  -0.09
21 H -1.579 -1.057 3.208  0.02
22 O -1.124 -0.871 2.403  -0.08

The highest energy relative to the best compared isomer or geometry (same formula, charge and spin) belongs to which entry?
C4H14O2S2